22
Properties=species:S:1:pos:R:3:forces:R:3:mulliken_charge:R:1 method="wB97M-V/def2-TZVPD" e_lumo_ev=3.51 spin_multiplicity=1 homo_lumo_gap_ha=0.3129 total_charge=-1 fmax_ha_per_bohr=0.1124 de_lowest_kj_mol=274.6
N -0.635242 0.226483 -2.626042 4.5 0.1 -2.4 -0.743
C 0.313832 0.975494 -1.748588 -2.1 -0.7 1.2 -0.380
O 0.188162 0.469992 -0.452524 0.8 1.5 -0.1 -1.098
H -0.331866 -0.776798 -2.758749 -0.6 1.8 0.6 0.309
H -1.514888 0.284282 -2.283734 -3.2 0.0 1.3 0.281
H 1.265682 0.861628 -2.149419 2.1 -0.7 -0.9 0.345
H 0.224126 2.086293 -1.721654 -0.9 -0.5 -0.5 0.338
H -0.038305 -1.052843 -0.697014 -0.5 1.2 0.3 0.386
H -1.592542 -1.334589 -0.672322 2.6 -0.9 0.2 0.288
O -0.675356 -1.777344 -0.632786 -3.1 -1.8 -0.1 -0.737
H 0.172482 1.179400 1.062712 -0.1 -0.7 1.1 0.486
H 0.092102 0.911520 2.737028 2.1 -2.0 3.0 0.230
O -0.238516 1.292618 2.000526 -2.0 2.5 -4.0 -0.740
H -1.288729 1.818846 -0.233265 -0.8 0.9 -0.2 0.372
H -1.843242 1.794748 1.042820 -0.7 1.3 -0.5 0.366
O -2.011784 2.343760 0.220494 1.3 -2.1 0.6 -0.777
H 1.479286 -0.160279 1.830402 2.5 -1.7 -3.4 0.258
H 1.348252 -0.559318 0.243532 1.8 1.1 2.0 0.495
O 2.078584 -0.564524 1.014842 -3.4 1.1 1.4 -0.691
H 0.444866 -2.540296 2.497774 -0.6 0.7 -0.3 0.291
H 1.385008 -2.548552 1.273888 0.6 2.7 -3.7 0.327
O 1.178088 -2.930516 2.052078 -0.1 -3.7 4.4 -0.605